The molecule C2H4N2O in a non-equilibrium geometry. Source: the OMol25 dataset; level of theory: ωB97M-V/def2-TZVPD.

Cartesian coordinates (Å):
C1 -0.25601 -1.63584 0.02203
N1 0.48826 -0.64379 -0.27521
N2 -0.09149 0.52950 -0.54003
C2 0.52486 1.53264 0.36056
O1 -0.02690 2.56155 0.61073
H1 0.21785 -2.60320 0.08038
H2 -1.33458 -1.65779 -0.14392
H3 -1.11577 0.59986 -0.57823
H4 1.59377 1.31706 0.46369

**SMILES**: C=NNC=O
**Energy relative to the best compared isomer or geometry (same formula, charge and spin)**: 1.806 eV

natural (NBO) population analysis, charges in e, atoms 1 to 6: number 1, C, carries -0.144; number 2, N, carries -0.218; number 3, N, carries -0.471; number 4, C, carries 0.535; number 5, O, carries -0.536; number 6, H, carries 0.187

---

The molecule C2H4N2O2. Source: the OMol25 dataset; level of theory: ωB97M-V/def2-TZVPD.

Cartesian coordinates (Å):
N1 -2.24822 0.37746 0.29409
C1 -1.27588 -0.51583 0.16195
O1 -0.09321 0.16635 0.30700
C2 1.04761 -0.61157 0.11065
O2 1.11876 -1.78431 0.34633
N2 2.06752 0.18372 -0.34679
H1 -3.18846 0.03083 0.17142
H2 -2.12512 1.37387 0.47454
H3 2.85548 -0.29566 -0.75986
H4 1.84150 1.07515 -0.75933

**Energy relative to the best compared isomer or geometry (same formula, charge and spin)**: 1.995 eV

natural (NBO) population analysis, charges in e, atoms 1 to 6: number 1, N, carries -0.802; number 2, C, carries 0.317; number 3, O, carries -0.582; number 4, C, carries 0.892; number 5, O, carries -0.574; number 6, N, carries -0.838

---

The molecule C2H4N2O2 in a non-equilibrium geometry. Source: the OMol25 dataset; level of theory: ωB97M-V/def2-TZVPD.

Cartesian coordinates (Å):
H1 -0.94804 -0.26453 1.66770
N1 -1.25302 0.68141 1.39952
N2 -0.44969 1.36202 0.69885
C1 0.70769 0.57999 0.21746
C2 0.10719 -0.26236 -0.87363
O1 -0.24934 0.19788 -1.95592
O2 -0.07282 -1.56216 -0.56424
H2 1.16255 -0.03142 1.00413
H3 1.46185 1.24336 -0.21638
H4 -0.46636 -1.94419 -1.37748

**SMILES**: [H]/N=N\CC(=O)O
**Energy relative to the best compared isomer or geometry (same formula, charge and spin)**: 2.858 eV

natural (NBO) population analysis, charges in e, atoms 1 to 6: number 1, H, carries 0.288; number 2, N, carries -0.286; number 3, N, carries -0.068; number 4, C, carries -0.409; number 5, C, carries 0.767; number 6, O, carries -0.576

---

A cluster of 2 separate species, C2H4N2O2 in total in a non-equilibrium geometry. Source: the OMol25 dataset; level of theory: ωB97M-V/def2-TZVPD.

Cartesian coordinates (Å):
C1 2.06998 -0.14083 -0.13779
C2 -1.31350 -0.57475 -0.23538
N1 1.11746 -0.59201 -0.72504
N2 -0.34836 0.10445 0.53308
O1 3.05413 0.20820 0.43205
O2 -0.38842 1.44883 0.41875
H1 0.31363 1.77069 1.04232
H2 -0.77960 -1.50767 -0.27766
H3 -2.34294 -0.69813 0.23644
H4 -1.38239 -0.01878 -1.28677

**Energy relative to the best compared isomer or geometry (same formula, charge and spin)**: 5.768 eV

natural (NBO) population analysis, charges in e, atoms 1 to 6: number 1, C, carries 0.746; number 2, C, carries -0.496; number 3, N, carries -0.585; number 4, N, carries 0.133; number 5, O, carries -0.538; number 6, O, carries -0.473